Below is a single C20H23NO4 molecule, with properties calculated with ωB97M-V/def2-TZVPD.

Output
DFT total energy, a.u.: -1131.66467
Relative energy (zero: lowest compared OMol25 entry of this formula, charge and spin), kcal/mol: 23.5
HOMO, eV: -9.5
E_LUMO, eV: -0.06
HOMO-LUMO gap, eV: 9.408
SMILES: CCCCCCCOC(=O)c1ccc(OC(=O)c2cccnc2)cc1
F_max, eV/Å: 0.73

Geometry as XYZ:
```
48
Properties=species:S:1:pos:R:3:forces:R:3:mulliken_charge:R:1
C 4.50756 1.90265 2.41035 -0.180 -0.060 -0.178 -1.44
C 3.77715 2.10623 1.08849 0.146 0.209 0.026 0.60
C 4.62107 2.83212 0.03941 0.008 -0.156 0.067 -0.92
C 5.81100 2.03919 -0.50870 -0.189 0.108 -0.183 -0.80
C 5.40211 0.76532 -1.26103 0.194 -0.018 0.215 -0.37
C 5.57603 -0.50690 -0.42918 -0.418 -0.073 -0.362 -0.31
C 4.81692 -1.68363 -1.03821 0.627 -0.137 0.358 -0.94
O 3.41497 -1.41874 -1.07214 -0.294 0.106 -0.170 -0.32
C 2.74666 -1.57253 0.07784 0.028 -0.114 0.209 0.50
O 3.24449 -1.99251 1.09409 0.006 0.031 -0.074 -0.66
C 1.32415 -1.16303 -0.03943 -0.179 0.068 -0.027 0.26
C 0.49559 -1.32619 1.06694 0.192 0.049 -0.189 -0.80
C -0.83161 -0.94680 1.01824 -0.230 0.100 0.023 -0.27
C -1.33460 -0.40038 -0.15550 0.492 -0.233 -0.036 0.52
O -2.63452 0.05577 -0.28618 0.199 0.295 -0.145 -0.29
C -3.67610 -0.58225 0.28696 -0.248 -0.536 0.266 0.68
O -3.59342 -1.60792 0.90989 0.017 0.256 -0.171 -0.57
C -4.94806 0.13284 0.02512 -0.257 0.231 -0.075 0.12
C -5.00850 1.36415 -0.62458 -0.054 -0.184 0.095 -0.22
C -6.24782 1.94879 -0.81679 0.005 -0.060 0.040 -0.50
C -7.37317 1.28129 -0.35184 0.101 0.294 -0.167 -0.23
N -7.32464 0.11257 0.26633 -0.479 -0.205 0.147 -0.62
C -6.14610 -0.44634 0.45005 0.573 -0.110 0.016 -0.28
C -0.51255 -0.22477 -1.26542 -0.407 0.038 0.159 -0.72
C 0.81178 -0.60421 -1.20796 0.109 -0.102 0.181 -0.38
H 4.80984 2.86062 2.82891 0.060 0.084 0.077 0.40
H 5.39702 1.29153 2.28086 0.127 -0.073 0.055 0.30
H 3.85767 1.40333 3.12520 0.016 -0.050 0.129 0.37
H 2.87891 2.70107 1.27490 -0.048 -0.083 -0.038 0.43
H 3.44485 1.14272 0.69900 -0.102 -0.057 -0.045 -0.54
H 3.97454 3.10325 -0.79966 0.029 0.072 -0.042 0.35
H 4.99517 3.76158 0.47664 -0.054 0.089 -0.018 0.41
H 6.49279 1.78302 0.30304 0.130 0.014 0.033 0.38
H 6.35632 2.69807 -1.18805 0.078 -0.003 0.067 0.32
H 4.35702 0.84967 -1.56585 -0.031 0.016 -0.076 0.18
H 5.99706 0.66482 -2.17157 -0.057 -0.013 -0.066 0.44
H 5.20160 -0.35353 0.58283 0.074 -0.029 0.074 0.14
H 6.63246 -0.77148 -0.36014 0.039 -0.013 0.067 0.44
H 4.99500 -2.59250 -0.45436 -0.036 0.092 -0.173 0.38
H 5.10163 -1.84501 -2.07989 -0.042 -0.005 0.086 0.41
H 0.91235 -1.75334 1.96619 0.021 -0.026 0.071 0.49
H -1.46879 -1.07796 1.87741 -0.013 -0.012 0.010 0.45
H -4.10399 1.84537 -0.96471 0.036 0.018 -0.021 0.47
H -6.34047 2.90148 -1.31457 -0.029 0.069 -0.031 0.39
H -8.36307 1.69981 -0.47792 -0.036 0.111 -0.056 0.36
H -6.13342 -1.40173 0.95713 0.089 -0.057 0.024 0.45
H -0.92969 0.20932 -2.16086 -0.048 0.040 -0.087 0.45
H 1.45363 -0.47356 -2.06457 0.033 0.020 -0.064 0.49
```
Positions in Å, forces in eV/Å.